Density functional theory data (ωB97M-V/def2-TZVPD) for a structure of composition C43H56BBrN7O3P2Sc.

Geometry as XYZ:
```
114
Properties=species:S:1:pos:R:3:forces:R:3:lowdin_charge:R:1
Sc -0.47343 0.24795 0.90363 -0.47 -0.05 -0.08 0.793
C -2.53432 -3.96125 -1.08000 -0.02 -0.02 0.04 -0.135
C -3.34855 -2.70391 -1.38203 -0.01 0.00 0.04 -0.548
C -4.54143 -2.62403 -0.42645 0.00 -0.05 -0.01 -0.115
P -2.26303 -1.20325 -1.21303 0.17 0.11 0.03 1.105
C -3.38839 0.14508 -1.87990 0.02 0.02 -0.04 -0.440
C -3.88826 -0.04058 -3.31084 0.00 0.01 -0.01 -0.100
C -2.70803 1.51210 -1.70538 -0.07 -0.01 0.00 -0.145
C -1.03093 -1.42781 -2.52175 -0.05 -0.08 -0.03 -0.301
C -1.32382 -2.13525 -3.69086 0.00 0.00 -0.02 -0.089
C -0.41318 -2.34706 -4.70950 -0.01 0.01 0.01 -0.300
C -0.76144 -3.13499 -5.94395 0.00 -0.01 0.00 -0.071
C 0.85522 -1.79876 -4.51868 -0.01 0.00 0.02 -0.052
C 1.17894 -1.09620 -3.38047 0.01 -0.06 -0.05 -0.043
C 0.26284 -0.87953 -2.31329 -0.04 0.06 0.06 -0.317
N 0.61263 -0.18118 -1.17406 0.43 0.16 -0.04 -0.044
C 1.75458 0.63977 -1.39526 -0.16 -0.06 -0.13 -0.357
C 1.64044 1.63575 -2.38415 0.00 0.04 0.01 -0.053
C 2.67819 2.46785 -2.72574 -0.02 -0.01 -0.02 -0.047
C 3.91594 2.35145 -2.09176 0.00 0.02 -0.01 -0.283
C 5.05887 3.27082 -2.43253 0.00 0.00 0.00 -0.059
C 4.03589 1.38631 -1.11034 -0.01 -0.01 0.01 -0.066
C 2.98686 0.53605 -0.72321 -0.01 0.03 -0.05 -0.303
P 3.17656 -0.63172 0.67924 -0.05 -0.07 -0.06 1.094
C 4.45015 0.17025 1.81583 0.00 0.01 0.01 -0.539
C 4.08957 1.61509 2.17119 0.04 -0.05 0.03 -0.125
C 5.93844 0.06608 1.47341 0.05 0.02 0.06 -0.128
C 4.21698 -1.98516 -0.06270 0.00 -0.04 -0.02 -0.574
C 4.41922 -3.07076 0.99785 0.03 0.02 -0.04 -0.138
C 3.53838 -2.56741 -1.29828 0.03 -0.03 0.02 -0.121
H -3.15104 -4.85211 -1.22885 -0.01 0.00 0.00 0.076
H -2.19525 -3.95399 -0.04141 -0.05 -0.01 -0.07 0.033
H -1.65182 -4.04208 -1.71506 0.00 0.00 0.00 0.062
H -3.73330 -2.76967 -2.40400 0.00 0.01 0.00 0.080
H -4.20437 -2.57201 0.61176 0.00 -0.02 0.00 0.074
H -5.15859 -3.52100 -0.52971 0.00 0.00 -0.01 0.077
H -5.18122 -1.76018 -0.61602 -0.01 0.01 -0.01 0.068
H -4.25283 0.11765 -1.21568 -0.02 0.01 -0.02 0.074
H -3.05597 -0.05176 -4.01742 0.00 0.00 0.00 0.072
H -4.55931 0.77852 -3.59043 0.00 0.00 0.01 0.076
H -4.44528 -0.97125 -3.43159 0.00 -0.01 0.00 0.065
H -2.56694 1.97741 -2.68536 -0.03 -0.01 -0.01 0.128
H -1.72940 1.41884 -1.25708 0.03 0.01 0.01 0.054
H -3.89519 3.14223 -1.59165 0.01 0.00 -0.01 0.125
H -2.32263 -2.54227 -3.81536 0.02 0.00 0.00 0.094
H -1.83841 -3.29809 -6.01113 0.00 0.00 0.00 0.067
H -0.28058 -4.11745 -5.94810 0.00 0.00 0.00 0.071
H -0.44663 -2.61757 -6.85336 0.00 0.00 0.00 0.069
H 1.61675 -1.92947 -5.28274 0.00 0.00 0.00 0.108
H 2.17678 -0.69280 -3.30438 0.04 -0.01 0.01 0.094
H 0.68168 1.73458 -2.88085 0.00 0.01 0.01 0.126
H 2.52898 3.22746 -3.48654 0.00 0.01 0.00 0.112
H 5.05730 3.52793 -3.49310 0.00 0.00 0.00 0.071
H 6.01958 2.80981 -2.19808 0.00 0.00 0.01 0.071
H 4.99771 4.20679 -1.87025 -0.01 0.00 0.00 0.074
H 4.99394 1.28345 -0.61691 -0.09 0.04 -0.07 0.077
H 4.29733 -0.41887 2.72848 -0.01 0.01 -0.01 0.093
H 4.33640 2.29830 1.35697 -0.02 0.01 -0.02 0.066
H 4.65695 1.93220 3.05189 0.00 0.01 -0.02 0.075
H 3.02938 1.71244 2.39394 -0.09 -0.01 0.01 0.042
H 6.20361 0.61447 0.56836 0.04 -0.05 0.09 0.056
H 6.26931 -0.96350 1.34114 0.00 -0.01 0.03 0.055
H 6.52525 0.49652 2.29128 0.00 0.00 0.00 0.075
H 5.19024 -1.58034 -0.36175 -0.06 -0.03 -0.02 0.092
H 3.46298 -3.53360 1.24709 -0.04 -0.01 0.00 0.046
H 4.84128 -2.68045 1.92580 0.03 0.03 0.01 0.058
H 5.08947 -3.85154 0.62612 -0.01 0.00 0.00 0.074
H 2.48628 -2.79280 -1.11134 -0.03 -0.01 0.01 0.047
H 4.03466 -3.49314 -1.60510 0.00 0.00 0.00 0.077
H 3.57651 -1.87185 -2.13274 -0.01 0.03 -0.03 0.057
Br 0.33039 -3.16462 0.99752 0.20 0.06 0.01 0.789
C -0.87009 -2.62085 2.39478 0.03 -0.05 -0.02 -0.749
C -0.97555 -3.43904 3.48828 -0.02 0.04 0.00 -0.165
C -1.88539 -3.00844 4.50085 -0.09 0.13 0.03 -0.115
C -2.67271 -1.91782 4.25796 0.09 0.01 -0.14 -0.051
C -2.56035 -1.18840 3.04468 0.09 -0.18 0.02 -0.201
N -1.49946 -1.48091 2.15860 -0.22 0.02 0.15 -0.019
C -3.57224 -0.21078 2.72457 -0.12 0.03 0.02 -0.338
O -4.49154 0.05461 3.51337 0.01 0.08 -0.07 0.007
O -1.57390 1.35260 2.15104 0.01 0.07 0.08 -0.322
H -0.41240 -4.35646 3.55433 0.01 0.01 0.00 0.076
H -1.97120 -3.56694 5.42534 -0.03 0.00 -0.01 0.088
H -3.42988 -1.58453 4.95475 -0.01 -0.03 0.02 0.107
B -2.49808 3.64225 -0.06202 -0.01 -0.04 0.01 -0.345
N -0.96367 3.53245 -0.31900 0.04 0.01 0.06 -0.049
C -0.28858 4.65943 -0.63953 -0.03 0.02 -0.03 -0.110
C 1.03974 4.50518 -0.32647 0.02 -0.02 0.02 -0.061
C 1.10425 3.20470 0.18897 0.02 0.00 0.00 -0.167
N -0.08490 2.62216 0.19301 -0.08 0.08 -0.08 0.038
N -3.47014 2.54650 -0.89007 0.06 -0.03 0.03 -0.036
C -4.61316 2.18110 -0.03291 -0.01 -0.01 0.01 -0.089
C -4.66937 1.30502 0.96366 0.00 0.05 -0.03 -0.003
C -3.54622 0.38505 1.31497 0.28 -0.13 0.11 -0.315
N -2.29952 1.00845 0.97874 0.14 0.04 0.03 -0.230
H -2.76734 3.57356 1.09709 0.01 0.01 -0.02 0.074
H -2.82394 4.70312 -0.56816 0.00 -0.01 0.00 0.065
H -0.82218 5.50477 -1.03830 0.01 0.00 0.00 0.102
H 1.84405 5.20569 -0.47105 0.00 0.00 0.00 0.086
H 1.97164 2.65428 0.51714 0.00 0.01 0.01 0.091
H -5.47022 2.80789 -0.24604 0.00 0.00 0.01 0.113
H -5.59926 1.24107 1.51776 -0.01 -0.02 0.00 0.114
H -3.66829 -0.49553 0.66494 -0.04 -0.06 0.07 0.070
O 0.99373 0.55681 2.48741 0.01 -0.06 0.18 -0.246
N 0.41223 0.94233 3.61739 0.17 0.02 -0.12 -0.175
C 0.10398 2.23620 3.78950 -0.01 0.00 -0.05 -0.017
C -0.51164 2.64524 4.95366 0.02 0.02 -0.02 -0.028
C -0.82282 1.71456 5.92743 -0.02 -0.01 0.02 -0.056
C -0.49759 0.38312 5.71494 0.01 -0.02 -0.01 -0.036
C 0.12285 0.01632 4.54322 -0.07 -0.01 0.03 -0.003
H 0.34460 2.87323 2.95295 -0.02 0.00 0.01 0.131
H -0.77120 3.68821 5.06129 0.00 0.00 0.00 0.113
H -1.33246 2.01603 6.83232 0.00 0.00 0.00 0.105
H -0.74893 -0.38692 6.42899 0.00 0.00 0.00 0.110
H 0.37826 -0.99723 4.26828 -0.01 0.00 0.01 0.136
```
Forces are in eV/Å.

net charge	-1
total energy	-6323.51318	hartree
2S+1	2



Density functional theory data (ωB97M-V/def2-TZVPD) for a structure of composition C13H16Cl2N2Os in a non-equilibrium geometry.

Geometry as XYZ:
```
34
Properties=species:S:1:pos:R:3:forces:R:3:lowdin_charge:R:1
Os 0.92217 0.04591 -0.12410 -3.67 1.17 1.93 1.037
Cl -0.14795 -1.99803 -0.37730 -0.04 0.07 0.05 0.095
Cl 1.53558 2.18350 0.59600 0.16 -0.38 -0.04 0.057
C 2.61742 -0.62227 -0.20438 5.40 -1.64 -0.89 -0.458
H 3.50853 0.08469 -0.13321 -1.15 -0.69 0.20 -0.012
H 2.88130 -1.40762 -0.98287 -0.59 0.64 0.96 -0.004
C -0.55680 1.35728 -1.57621 -1.86 0.20 -0.87 -0.220
C 0.58967 0.69847 -2.02000 1.24 0.24 -1.48 -0.479
H -0.54804 2.24838 -0.96337 0.39 0.09 -0.18 0.053
C 0.58189 -0.41434 -3.05815 0.04 -0.18 -0.33 -0.247
H 1.52747 1.24737 -2.07399 -0.10 0.56 -0.08 0.085
C -0.63992 -0.30278 -3.95237 0.30 0.84 -0.16 -0.200
H 1.52851 -0.34040 -3.59600 -0.14 0.08 -0.28 0.116
H 0.61422 -1.39315 -2.59479 -0.12 -0.07 0.03 0.026
C -1.90707 -0.20674 -3.12415 -0.39 -0.02 0.76 -0.201
H -0.51936 0.63768 -4.49343 -0.13 0.13 -0.28 0.117
H -0.68593 -1.08517 -4.71290 -0.06 -0.12 0.24 0.114
C -1.91011 0.95003 -2.07250 -1.00 -0.39 -0.24 -0.195
H -2.77280 -0.05530 -3.78417 0.15 -0.28 0.25 0.109
H -2.03360 -1.12392 -2.53927 -0.10 -0.13 -0.39 0.086
H -2.50124 1.78141 -2.52910 0.81 -0.06 0.44 0.120
H -2.54526 0.65387 -1.19741 0.37 0.09 -0.61 0.112
N 2.62242 -0.11065 6.16963 -1.64 -0.15 -1.88 0.169
C 1.84285 -0.17628 5.30025 2.08 0.02 1.86 -0.166
C 0.83050 -0.23401 4.29359 -0.02 -0.13 -0.23 -0.196
C -0.49032 -0.23078 4.72195 -0.23 0.19 -0.17 -0.004
C -1.47968 -0.24355 3.75800 -0.36 -0.23 -0.92 -0.030
C -1.13376 -0.28534 2.39784 0.67 0.32 0.31 -0.103
N 0.15977 -0.20156 1.99509 -0.40 -1.02 1.50 -0.152
C 1.12069 -0.26485 2.92379 -0.21 0.46 0.22 -0.090
H -0.72808 -0.22252 5.78559 0.08 0.07 -0.31 0.134
H -2.53235 -0.23408 4.02773 0.21 -0.12 -0.02 0.114
H -1.88462 -0.41000 1.60819 0.35 0.29 0.33 0.107
H 2.13392 -0.32524 2.53199 -0.07 0.15 0.27 0.105
```
Forces are in eV/Å.

net charge	0
total energy	-1625.37702	hartree
2S+1	5



Question: Look up the 2S+1 of the second one.
Answer: 5



Question: The highest net charge belongs to which entry?
Answer: C13H16Cl2N2Os



Question: What is the 2S+1 in the first record?
Answer: 2



Question: Which of these has the highest net charge?
Answer: C13H16Cl2N2Os